1.
{"formula": "C28H21I2N2O4STa", "method": "the ωB97M-V functional and the def2-TZVPD basis", "symbols": ["C", "H", "O", "C", "I", "C", "O", "C", "H", "C", "C", "H", "H", "I", "H", "C", "H", "C", "Ta", "H", "C", "N", "H", "C", "H", "H", "S", "C", "C", "C", "C", "O", "C", "C", "H", "H", "H", "C", "H", "H", "H", "H", "C", "C", "H", "O", "C", "N", "H", "C", "C", "C", "H", "C", "C", "C", "C", "H", "C"], "coordinates": [[4.39, 0.83, -0.89], [0.38, -2.95, 0.76], [0.60, -0.84, -1.61], [1.27, 2.42, 3.21], [5.66, 5.36, -1.69], [2.67, 5.27, -1.71], [-1.21, -0.90, -0.20], [0.09, -3.67, 0.00], [5.71, 2.49, -1.18], [-4.24, 0.56, -0.02], [0.04, 2.62, 3.84], [0.05, -7.99, -1.43], [2.18, 2.76, 3.67], [-0.31, 5.93, -1.88], [2.77, 6.33, -1.90], [3.07, 0.41, -0.82], [-2.14, 2.66, -0.70], [1.36, 4.73, -1.64], [-0.07, 0.90, -0.64], [-4.61, 0.65, -1.04], [-0.92, -4.16, -2.17], [2.05, 1.27, -0.97], [0.00, 3.13, 4.79], [0.11, 1.33, 1.38], [-2.61, 1.43, -1.67], [-1.39, -3.82, -3.08], [-0.76, -1.60, -1.47], [3.64, 3.09, -1.31], [2.34, 2.58, -1.23], [-2.47, 0.97, 1.59], [1.29, 1.80, 1.98], [0.03, 2.72, -1.34], [-2.99, 1.06, 0.31], [-0.51, -3.26, -1.19], [-1.02, -6.23, -2.68], [2.24, 1.67, 1.47], [-6.00, -0.43, 0.69], [-0.71, -5.51, -1.94], [5.18, 0.10, -0.77], [-5.11, -0.64, 3.01], [-2.07, 2.33, 3.77], [0.74, -5.36, 1.13], [-1.14, 1.49, 2.04], [3.78, 4.49, -1.56], [-0.72, -7.79, 0.14], [-1.60, -1.32, -2.59], [1.21, 3.39, -1.42], [-2.18, 1.64, -0.76], [-2.89, 0.23, 3.56], [-0.11, -5.95, -0.76], [-5.02, -0.05, 0.95], [-3.27, 0.34, 2.55], [1.03, -7.61, 0.00], [-4.53, -0.16, 2.24], [4.68, 2.16, -1.13], [-1.13, 2.16, 3.26], [0.28, -5.01, 0.21], [2.80, -0.63, -0.64], [0.08, -7.42, -0.51]], "homo_ev": -13.724, "charge": 2, "orbital_gap_ev": 6.1}

2.
{"formula": "C5H11N", "method": "the ωB97M-V functional and the def2-TZVPD basis", "symbols": ["C", "H", "H", "C", "H", "H", "H", "H", "H", "H", "H", "H", "C", "N", "C", "C", "H"], "coordinates": [[0.59, -0.53, -0.26], [-1.47, -0.02, -0.41], [1.45, -0.27, 0.37], [-0.64, -0.22, 0.26], [0.39, -1.97, -1.65], [-2.74, 0.35, 1.71], [-2.10, 1.55, 2.79], [-2.39, 1.95, 1.09], [2.32, 0.21, -1.97], [0.05, 1.42, 1.49], [-0.38, -0.05, 2.42], [2.82, -1.49, -1.94], [2.06, -0.79, -2.30], [0.86, -1.04, -1.51], [-2.03, 1.18, 1.76], [-0.63, 0.56, 1.55], [1.86, -0.84, -3.37]], "homo_ev": [1.408, -3.791], "s2": 0.751, "charge": -1, "multiplicity": 2, "orbital_gap_ev": [2.4, 7.5]}

3.
{"formula": "C46H52BF2Ge2N7OS3Sr", "method": "the ωB97M-V functional and the def2-TZVPD basis", "symbols": ["C", "H", "C", "C", "H", "C", "C", "C", "H", "H", "C", "H", "C", "N", "C", "H", "C", "H", "C", "F", "H", "C", "H", "Ge", "H", "H", "H", "H", "C", "H", "H", "H", "C", "C", "C", "S", "H", "C", "C", "H", "H", "C", "H", "H", "C", "C", "H", "C", "C", "H", "N", "H", "C", "H", "C", "Sr", "C", "N", "C", "C", "C", "H", "H", "O", "C", "C", "C", "S", "H", "H", "C", "H", "H", "S", "N", "C", "H", "H", "H", "Ge", "H", "C", "H", "B", "H", "H", "H", "N", "H", "N", "H", "H", "C", "N", "C", "H", "C", "H", "C", "H", "C", "H", "C", "H", "C", "C", "C", "H", "C", "H", "F", "H", "C", "H", "H"], "coordinates": [[-0.13, 3.88, 2.89], [-1.47, 1.50, -2.77], [1.42, -0.53, -6.97], [1.14, 0.53, 4.96], [-0.14, 4.37, 4.98], [1.20, 0.80, 3.59], [6.18, -0.06, -1.08], [2.02, -0.27, -5.74], [2.16, 4.99, 0.66], [5.31, -0.24, -4.24], [4.50, 2.72, 1.72], [-2.97, 1.98, -1.96], [-1.03, -0.07, 3.39], [-2.37, -3.03, 0.83], [-2.78, -0.61, -1.25], [-0.85, 3.79, -3.79], [2.11, 5.51, 2.72], [-2.77, 2.80, 1.67], [-4.37, 3.90, 0.79], [2.21, 0.75, 5.78], [5.65, 0.11, -0.15], [-1.02, -2.94, 0.82], [-3.65, -3.11, -3.08], [0.96, 4.07, -1.98], [-1.66, -1.40, -5.87], [5.02, 3.50, 3.65], [-5.81, 5.04, -0.33], [6.84, 0.17, -3.46], [-2.55, 4.65, -1.14], [-0.12, 6.41, -1.84], [-2.97, 1.63, -3.71], [0.81, -2.39, 3.49], [2.38, 1.48, 2.99], [-2.55, 1.36, -2.75], [1.28, -0.37, -4.57], [-2.33, 0.23, 0.17], [0.23, 2.38, -3.74], [1.90, -0.07, -3.23], [0.03, -0.02, 5.57], [5.95, 2.51, -3.05], [7.62, -1.41, -0.21], [3.28, 2.27, 3.72], [0.77, 3.89, -4.48], [-3.28, -4.09, -0.97], [5.55, 1.86, -3.83], [6.90, -1.40, -1.03], [7.44, -1.60, -1.96], [4.34, 2.89, 3.09], [-2.79, -3.18, 2.14], [1.37, -2.51, 1.80], [-3.10, -1.91, -1.41], [3.06, 0.03, -5.68], [0.10, 0.45, 2.76], [-1.91, -0.36, 2.82], [1.63, 4.86, 1.59], [0.73, 0.19, 0.09], [0.09, -0.93, -7.02], [3.21, -0.24, -3.18], [1.47, 5.35, 3.94], [0.90, 6.04, -1.91], [0.35, 4.52, 4.02], [-0.98, 3.22, 2.99], [-1.61, -3.25, 4.01], [1.13, 0.37, -2.34], [2.84, 3.53, -2.03], [5.77, 0.39, -3.48], [-1.06, -0.28, 4.76], [0.01, -2.72, -0.52], [1.99, -0.44, -7.88], [6.18, -2.19, -0.87], [-3.86, 5.09, -1.23], [3.65, 1.77, -0.01], [2.92, 2.44, -2.11], [3.39, -1.08, -0.60], [-0.61, -3.04, 2.11], [0.49, 4.05, 1.65], [3.13, 2.41, 4.78], [-3.84, -3.25, 2.37], [6.90, 0.76, -1.22], [-0.25, 3.26, 0.02], [-0.60, -0.87, -3.69], [-3.24, -0.97, -3.41], [-3.37, -0.72, -4.45], [-3.36, -3.05, -0.36], [-0.37, -1.16, -7.97], [2.99, 6.13, 2.65], [-4.47, -2.90, 0.10], [-2.86, -0.03, -2.48], [3.39, 3.87, -1.16], [2.54, 1.36, 1.66], [-1.85, 4.95, -1.92], [-4.17, 5.71, -2.06], [-3.06, 3.47, 0.87], [5.23, 0.03, -2.18], [3.57, 1.94, 1.06], [1.46, 6.42, -1.05], [3.93, -0.36, -2.05], [6.05, 2.11, -4.77], [-4.78, 4.71, -0.26], [1.35, 6.45, -2.82], [0.18, 3.47, -3.67], [3.29, 3.97, -2.92], [-0.64, -1.06, -5.84], [0.01, -0.22, 6.63], [0.76, -2.98, 2.57], [-1.71, -3.20, 2.94], [-2.12, 3.85, -0.09], [1.84, 5.85, 4.83], [-0.05, -0.76, -4.62], [-5.09, 3.58, 1.54], [-2.17, -0.80, 5.34], [4.49, 2.06, -3.94], [-3.38, -2.13, -2.74], [1.15, -3.99, 2.75], [5.32, 3.17, 1.18]], "homo_ev": [-4.707, -4.715], "s2": 0.754, "charge": -1, "multiplicity": 2, "orbital_gap_ev": [7.0, 5.7]}

4.
{"formula": "C6H12O", "method": "the ωB97M-V functional and the def2-TZVPD basis", "symbols": ["H", "C", "C", "H", "C", "H", "H", "H", "H", "H", "H", "H", "C", "H", "O", "H", "C", "C", "H"], "coordinates": [[0.83, -1.45, 1.34], [-2.44, 0.06, -0.27], [-1.21, 0.21, 0.63], [-1.46, 0.98, 1.39], [1.28, 0.76, 1.00], [1.18, -0.38, -2.69], [-2.65, 0.98, -0.84], [0.00, 1.55, -0.62], [-2.32, -0.76, -0.98], [2.47, 0.00, -0.83], [0.32, -0.63, -1.48], [-1.09, -0.71, 1.22], [1.60, -0.70, 1.16], [2.56, -0.94, 1.60], [0.74, -1.10, -2.22], [-3.34, -0.15, 0.33], [1.60, -0.04, -0.16], [0.15, 0.68, 0.03], [1.77, 1.63, 1.39]], "smiles": "CC[C@H]1[C@H]2C[C@@H]12.O", "homo_ev": -9.477, "orbital_gap_ev": 10.5}

5.
{"formula": "C14H14ClLaNO2", "method": "the ωB97M-V functional and the def2-TZVPD basis", "symbols": ["C", "C", "H", "C", "H", "C", "C", "C", "C", "C", "La", "Cl", "H", "H", "H", "C", "O", "H", "H", "N", "H", "H", "C", "H", "H", "C", "C", "C", "H", "H", "O", "H", "C"], "coordinates": [[-0.57, 1.02, 3.24], [1.09, -1.88, -2.64], [-0.92, 1.75, 2.51], [-0.10, 2.49, -2.19], [0.67, -1.54, 5.88], [-1.08, 1.84, -3.02], [1.22, 2.12, -2.67], [0.32, -0.82, 5.14], [1.04, 1.24, -3.81], [0.17, -0.52, 1.38], [0.25, 0.01, -1.48], [-0.39, 0.74, 7.23], [1.84, 0.73, -4.36], [-2.17, 1.86, -2.88], [2.18, 2.31, -2.15], [-0.38, 1.07, -4.02], [-0.33, 0.45, 0.60], [-0.68, -2.77, -3.38], [1.86, -2.09, -1.86], [-1.35, -1.47, -1.94], [1.46, -1.78, -3.68], [0.88, -2.04, 3.46], [-0.01, -0.19, 2.82], [-0.84, 0.45, -4.80], [-0.31, 3.02, -1.23], [0.43, -1.10, 3.77], [-0.30, -2.39, -2.42], [-0.25, 0.39, 5.56], [-1.13, 2.26, 4.93], [-2.36, -1.71, -1.89], [0.71, -1.55, 0.96], [-0.25, -3.21, -1.68], [-0.69, 1.31, 4.61]], "homo_ev": -2.642, "charge": -1, "orbital_gap_ev": 5.1}

Q: Which energy relative to the best compared isomer or geometry (same formula, charge and spin) values were calculated for the entries above? A: 11.9; 32.8; 0.0; 80.2; 0.0, in kcal/mol.
Q: Which total energy values were calculated for the entries above? A: -69123.5904; -6850.3968; -213516.5576; -8460.8781; -33712.6559, in eV.